1.
C3HN | ωB97M-V with the def2-TZVPD basis set

Element x y z (Å)
1 C -0.146 0.055 0.290
2 C 0.623 0.917 0.602
3 C -1.207 -1.395 -1.098
4 N -1.020 -0.914 -0.026
5 H 1.270 1.668 0.976

Output
Maximum force: 0.029 hartree/bohr
Energy relative to the best compared isomer or geometry (same formula, charge and spin): 35.0 kcal/mol
Kohn-Sham gap: 0.4064 hartree
HOMO energy: -0.3935 Eh


2.
C3HN | ωB97M-V with the def2-TZVPD basis set

Element x y z (Å)
1 C -0.002 -0.279 1.007
2 C -0.989 -0.071 0.297
3 C 1.051 0.088 0.063
4 N 2.074 0.308 -0.440
5 H -2.006 -0.039 0.024

Output
Maximum force: 0.060 hartree/bohr
SMILES string: C#CC#N
Energy relative to the best compared isomer or geometry (same formula, charge and spin): 44.7 kcal/mol
Kohn-Sham gap: 0.3684 hartree
HOMO energy: -0.4030 Eh


3.
C3HN2O3S | ωB97M-V with the def2-TZVPD basis set

Element x y z (Å)
1 C -1.588 -0.344 0.009
2 C -0.745 0.968 -0.003
3 C 0.463 -1.184 -0.021
4 N -0.778 -1.449 0.005
5 N 0.509 0.569 -0.017
6 O -2.796 -0.366 0.036
7 O -1.235 2.087 0.014
8 O 1.541 -1.691 -0.032
9 S 2.022 1.309 -0.019
10 H 2.607 0.100 0.028

Output
Maximum force: 0.054 hartree/bohr
SMILES string: O=C1N=C([O-])N(S)C1=O
Energy relative to the best compared isomer or geometry (same formula, charge and spin): 0.0 kcal/mol
Net charge: -1
Kohn-Sham gap: 0.2891 hartree
HOMO energy: -0.1717 Eh


4.
C3HN3O | ωB97M-V with the def2-TZVPD basis set

Element x y z (Å)
1 C -1.820 -0.177 -0.069
2 C -0.283 -0.020 -0.072
3 C 0.687 0.855 -0.049
4 H 0.768 1.867 0.038
5 N -2.984 -0.291 0.078
6 N 1.836 0.164 0.097
7 N 1.591 -1.092 -0.030
8 O 0.204 -1.305 0.007

Output
Maximum force: 0.136 hartree/bohr
SMILES string: N#Cc1cnno1
Energy relative to the best compared isomer or geometry (same formula, charge and spin): 33.2 kcal/mol
Kohn-Sham gap: 0.3960 hartree
HOMO energy: -0.4163 Eh


5.
C3HNO2 | ωB97M-V with the def2-TZVPD basis set

Element x y z (Å)
1 O 1.417 -1.491 0.869
2 C 0.893 -1.262 -0.164
3 C -0.568 0.374 0.560
4 O 0.180 -0.063 -0.430
5 C -1.144 1.643 0.163
6 N -1.689 2.665 0.056
7 H 0.893 -1.869 -1.076

Output
Maximum force: 0.021 hartree/bohr
Energy relative to the best compared isomer or geometry (same formula, charge and spin): 46.2 kcal/mol
Kohn-Sham gap: 0.3214 hartree
HOMO energy: -0.3787 Eh


6.
C3HNO3 | ωB97M-V with the def2-TZVPD basis set

Element x y z (Å)
1 C -0.211 1.151 0.141
2 C -1.231 -0.514 -1.353
3 C 1.603 -1.291 0.932
4 N -0.796 0.527 -0.919
5 O -1.671 -1.489 -1.779
6 O 2.276 -1.138 1.822
7 O 0.157 0.582 1.116
8 H -0.129 2.172 0.041

Output
Maximum force: 0.052 hartree/bohr
Energy relative to the best compared isomer or geometry (same formula, charge and spin): 0.0 kcal/mol
Kohn-Sham gap: 0.4195 hartree
HOMO energy: -0.4082 Eh


7.
C3HNO3S | ωB97M-V with the def2-TZVPD basis set

Element x y z (Å)
1 C -0.966 0.999 -0.650
2 C -1.668 0.655 0.426
3 C 1.076 -1.121 -0.113
4 N 1.401 -0.001 0.424
5 O -0.999 1.994 -1.384
6 O -1.819 0.484 1.642
7 O 1.486 -2.257 -0.115
8 S -0.421 -0.657 -1.475
9 H 1.911 -0.096 1.245

Output
Maximum force: 0.067 hartree/bohr
SMILES string: [H]/N=C(\[O-])SC([O-])=C=O
Energy relative to the best compared isomer or geometry (same formula, charge and spin): 60.9 kcal/mol
Net charge: -2
Kohn-Sham gap: 0.1711 hartree
HOMO energy: 0.0682 Eh


8.
C3HNS | ωB97M-V with the def2-TZVPD basis set

Element x y z (Å)
1 C 0.980 0.672 0.169
2 C -1.099 -0.505 -0.284
3 C 0.258 -0.416 -0.360
4 N 1.350 1.516 0.816
5 S -2.356 0.093 0.583
6 H 0.867 -1.360 -0.925

Output
Maximum force: 0.110 hartree/bohr
SMILES string: N#CC=C=S
Energy relative to the best compared isomer or geometry (same formula, charge and spin): 34.9 kcal/mol
Kohn-Sham gap: 0.2643 hartree
HOMO energy: -0.3442 Eh


9.
C3HO2Sn | ωB97M-V with the def2-TZVPD basis set

Element x y z (Å)
1 O 0.154 1.291 0.986
2 O -1.318 -0.335 0.967
3 C -0.307 0.235 0.476
4 Sn -1.326 1.135 2.360
5 C 0.953 -0.875 -1.597
6 C 0.357 -0.353 -0.684
7 H 1.487 -1.097 -2.508

Output
Maximum force: 0.101 hartree/bohr
2S+1: 2
<S²>: 0.756
Energy relative to the best compared isomer or geometry (same formula, charge and spin): 0.0 kcal/mol
Kohn-Sham gap (spin up / spin down): 0.2411 / 0.3562 hartree
HOMO energy (spin up / spin down): -0.2347 / -0.3748 Eh


10.
C3HO2Tl | ωB97M-V with the def2-TZVPD basis set

Element x y z (Å)
1 H 0.160 -2.055 -0.451
2 C -0.892 -1.186 0.293
3 C 0.211 -0.769 -0.300
4 O -1.991 -0.609 0.412
5 Tl 1.712 0.287 0.509
6 O -0.276 1.442 -0.054
7 C -1.446 1.630 0.123

Output
Maximum force: 0.195 hartree/bohr
Energy relative to the best compared isomer or geometry (same formula, charge and spin): 50.6 kcal/mol
Net charge: +2
Kohn-Sham gap (spin up / spin down): 0.2619 / 0.2817 hartree
HOMO energy (spin up / spin down): -0.7896 / -0.8204 Eh


11.
C3HO3 | ωB97M-V with the def2-TZVPD basis set

Element x y z (Å)
1 C 0.081 -0.173 -0.115
2 C 1.415 -0.190 -0.270
3 C -1.222 0.270 0.035
4 O -2.116 -0.160 0.853
5 O 2.483 0.234 -0.683
6 O 0.993 -1.227 0.526
7 H -1.634 1.246 -0.346

Output
Maximum force: 0.061 hartree/bohr
SMILES string: O=CC1=C([O-])O1
Energy relative to the best compared isomer or geometry (same formula, charge and spin): 51.9 kcal/mol
Net charge: -1
Kohn-Sham gap: 0.2746 hartree
HOMO energy: -0.1189 Eh


12.
C3HO3S | ωB97M-V with the def2-TZVPD basis set

Element x y z (Å)
1 C 3.049 -0.385 0.328
2 C 0.536 1.459 0.075
3 C -0.382 0.640 -0.539
4 O 0.864 2.418 0.730
5 O 2.362 -0.906 1.113
6 O 1.187 0.635 -0.798
7 S 4.411 -0.027 -0.367
8 H -0.685 -0.278 -0.043

Output
Maximum force: 0.049 hartree/bohr
Energy relative to the best compared isomer or geometry (same formula, charge and spin): 64.2 kcal/mol
Net charge: -1
Kohn-Sham gap: 0.2171 hartree
HOMO energy: -0.1042 Eh


13.
C3HOS3 | ωB97M-V with the def2-TZVPD basis set

Element x y z (Å)
1 C -0.832 -0.755 -0.407
2 C 1.788 -0.070 -0.604
3 C 2.977 0.036 -1.074
4 O 4.108 0.101 -1.545
5 S 0.616 -1.204 -1.355
6 S -2.295 -1.333 -0.390
7 S 1.367 1.076 0.677
8 H -0.387 0.074 0.082

Output
Maximum force: 0.096 hartree/bohr
SMILES string: O=C=C([S-])SC=S
Energy relative to the best compared isomer or geometry (same formula, charge and spin): 9.0 kcal/mol
Net charge: -1
Kohn-Sham gap: 0.2353 hartree
HOMO energy: -0.1178 Eh


14.
C3I3N | ωB97M-V with the def2-TZVPD basis set

Element x y z (Å)
1 C -0.601 0.915 -1.194
2 C 0.405 1.620 -0.473
3 C 0.438 -0.863 1.513
4 N -1.589 0.570 -1.652
5 I 2.266 0.902 -0.422
6 I 0.663 -2.755 0.607
7 I -1.582 -0.389 1.621

Output
Maximum force: 0.085 hartree/bohr
2S+1: 3
<S²>: 2.033
Energy relative to the best compared isomer or geometry (same formula, charge and spin): 33.2 kcal/mol
Kohn-Sham gap (spin up / spin down): 0.2599 / 0.2381 hartree
HOMO energy (spin up / spin down): -0.3221 / -0.3309 Eh


15.
C3IO3S | ωB97M-V with the def2-TZVPD basis set

Element x y z (Å)
1 C -0.827 1.116 -1.038
2 C -0.631 -1.587 -0.724
3 C 0.398 0.388 1.779
4 O -0.637 2.227 -1.210
5 O 1.283 0.102 2.516
6 O -0.312 1.164 1.196
7 S 0.673 -1.478 0.246
8 I 0.054 -1.933 -2.765

Output
Maximum force: 0.056 hartree/bohr
Energy relative to the best compared isomer or geometry (same formula, charge and spin): 20.1 kcal/mol
Net charge: -1
Kohn-Sham gap: 0.2369 hartree
HOMO energy: -0.1216 Eh


16.
C3Li2O6 | ωB97M-V with the def2-TZVPD basis set

Element x y z (Å)
1 O 0.386 -0.834 -2.038
2 C -0.004 -0.485 -0.919
3 O -1.329 0.094 -1.050
4 C -1.676 1.268 -0.363
5 O -1.052 1.509 0.692
6 O -2.468 1.987 -0.984
7 Li -1.313 -0.242 -2.705
8 C 1.287 -1.794 1.533
9 O 2.219 -0.961 1.442
10 O 0.226 -1.504 2.132
11 Li 0.610 0.349 1.166

Output
Maximum force: 0.061 hartree/bohr
2S+1: 2
<S²>: 0.753
Energy relative to the best compared isomer or geometry (same formula, charge and spin): 17.7 kcal/mol
Net charge: -1
Kohn-Sham gap (spin up / spin down): 0.2005 / 0.2421 hartree
HOMO energy (spin up / spin down): -0.1306 / -0.1723 Eh


17.
C3N2O | ωB97M-V with the def2-TZVPD basis set

Element x y z (Å)
1 C -0.700 0.604 0.765
2 C 0.250 -0.812 -0.910
3 C 0.658 0.153 0.072
4 N -1.663 1.101 1.109
5 N -0.238 -1.714 -1.449
6 O 1.692 0.668 0.412

Output
Maximum force: 0.073 hartree/bohr
SMILES string: N#CC(=O)C#N
Energy relative to the best compared isomer or geometry (same formula, charge and spin): 14.5 kcal/mol
Kohn-Sham gap: 0.3917 hartree
HOMO energy: -0.4710 Eh


18.
C3N3O2 | ωB97M-V with the def2-TZVPD basis set

Element x y z (Å)
1 C 0.941 -1.067 0.096
2 C -1.206 -0.672 -0.571
3 C 0.130 1.618 0.370
4 N 1.947 -1.594 0.254
5 N -2.174 -1.112 -1.022
6 N -0.202 -0.429 0.157
7 O 0.487 1.889 -0.710
8 O 0.114 1.835 1.515

Output
Maximum force: 0.058 hartree/bohr
Energy relative to the best compared isomer or geometry (same formula, charge and spin): 9.6 kcal/mol
Net charge: -1
Kohn-Sham gap: 0.3202 hartree
HOMO energy: -0.1805 Eh


19.
C3N6O | ωB97M-V with the def2-TZVPD basis set

Element x y z (Å)
1 C -1.813 1.710 0.527
2 C -1.227 -0.657 0.576
3 C 1.163 -0.361 -0.348
4 N -2.163 2.740 0.176
5 N -1.555 0.454 0.882
6 N 1.627 -2.168 -1.745
7 N 1.902 0.290 0.724
8 N 1.569 1.046 -0.198
9 N 1.658 -1.260 -1.057
10 O -1.162 -1.794 0.464

Output
Maximum force: 0.131 hartree/bohr
Energy relative to the best compared isomer or geometry (same formula, charge and spin): 19.8 kcal/mol
Kohn-Sham gap: 0.3216 hartree
HOMO energy: -0.3576 Eh


20.
C3NO2S | ωB97M-V with the def2-TZVPD basis set

Element x y z (Å)
1 C -1.351 -0.322 0.000
2 C -0.309 0.595 0.002
3 C 1.249 0.038 0.000
4 N -2.192 -1.115 0.001
5 O 1.311 -1.181 -0.003
6 O 2.064 0.939 0.002
7 S -0.626 2.198 -0.001

Output
Maximum force: 0.052 hartree/bohr
SMILES string: N#CC(=S)C(=O)[O-]
Energy relative to the best compared isomer or geometry (same formula, charge and spin): 0.0 kcal/mol
Net charge: -1
Kohn-Sham gap: 0.2610 hartree
HOMO energy: -0.1731 Eh